No. 1
C5H26NO9 | ωB97M-V/def2-TZVPD

The geometry in XYZ format:
```
41
C5H26NO9 | the Open Molecules 2025 dataset | ωB97M-V/def2-TZVPD
C -2.08062 -0.11197 -1.48938
C -2.90609 1.07271 -1.00518
O -3.23885 0.94935 0.40657
C -0.72483 -0.26820 -0.79799
N 0.45818 -0.02548 -1.66498
C 1.58820 0.66035 -1.08761
C 1.43568 2.12310 -0.74024
O 2.77384 2.67176 -0.57054
H -1.99571 0.05170 -2.54304
H -2.66115 -1.03354 -1.40337
H -3.91141 1.01502 -1.39058
H -2.41509 2.01960 -1.15101
H -2.58643 1.44708 0.90212
H -0.63324 0.23910 0.13895
H -0.61708 -1.31249 -0.59925
H 0.24075 0.34718 -2.59995
H 2.42580 0.46765 -1.69379
H 1.97270 0.16193 -0.20874
H 1.12229 2.71837 -1.57920
H 0.84636 2.36650 0.10975
H 1.51131 1.71435 1.83314
H 2.91286 1.20749 2.24951
O 2.47891 1.81604 1.67489
H -0.89035 1.73731 1.63036
H -1.42443 3.16149 1.56629
O -1.76406 2.30170 1.24531
H -0.81782 -2.49559 -3.58363
H 0.22182 -2.43196 -2.50814
O 0.01389 -2.91301 -3.29723
H 0.11412 -0.73964 1.93208
H -1.25317 -1.27174 2.13888
O -0.39656 -1.53977 1.76018
H 2.51011 -2.66271 1.91887
H 2.44296 -2.95274 0.46148
O 3.04244 -3.03877 1.22060
H -0.02158 -3.42123 1.78006
H -0.41542 -3.97693 0.40861
O 0.12193 -4.14425 1.17152
H -0.64837 0.67818 2.82381
H 3.09633 2.42361 0.28730
O 0.07178 0.98844 2.25356
```

Total charge = -1
F_max = 6.3 eV/Å
Relative energy (zero: lowest compared OMol25 entry of this formula, charge and spin) = 2.599 eV
Kohn-Sham gap = 0.310 hartree

---

No. 2
C3H8N2S | ωB97M-V/def2-TZVPD

The geometry in XYZ format:
```
14
C3H8N2S | the Open Molecules 2025 dataset | ωB97M-V/def2-TZVPD
C -0.34859 1.20468 -0.46966
C 0.57572 0.92836 0.68738
C -0.73974 0.23335 0.59201
H -0.90358 0.39534 -2.28704
H 0.49634 1.18467 -2.33538
H -0.91495 2.15372 -0.40461
H 0.58202 1.79535 1.37946
H 2.51414 0.19063 1.20959
H 2.24329 0.50732 -0.38539
H -1.53603 0.49486 1.34790
H 0.53810 -1.57684 0.21905
N -0.04989 0.58979 -1.75958
N 1.80272 0.17393 0.46148
S -0.76335 -1.54309 0.34280
```

Structure (SMILES) = N[C@@H]1[C@H](N)[C@@H]1S
Total charge = 0
F_max = 2.5 eV/Å
Relative energy (zero: lowest compared OMol25 entry of this formula, charge and spin) = 1.848 eV
Kohn-Sham gap = 0.337 hartree

---

No. 3
C4H10N2O | ωB97M-V/def2-TZVPD

The geometry in XYZ format:
```
17
C4H10N2O | the Open Molecules 2025 dataset | ωB97M-V/def2-TZVPD
C -0.70632 0.22046 1.90224
N -0.49840 -0.98198 1.28909
C 0.66410 -1.29423 0.47132
C 0.98449 -0.22684 -0.56668
N -0.04907 -0.14882 -1.58167
C 0.13721 0.97292 -2.47942
O -0.60370 1.32521 1.43077
H -1.03131 0.12144 2.95466
H -0.78818 -1.71170 1.92289
H 0.53817 -2.25721 -0.03179
H 1.60119 -1.44908 1.03359
H 1.18195 0.72243 -0.05869
H 1.93309 -0.55725 -0.99701
H -0.93339 -0.20834 -1.09526
H 1.19797 1.08073 -2.69939
H -0.21051 1.92318 -2.04746
H -0.37470 0.83739 -3.43722
```

Structure (SMILES) = CNCCNC=O
Total charge = 0
F_max = 1.1 eV/Å
Relative energy (zero: lowest compared OMol25 entry of this formula, charge and spin) = 1.614 eV
Kohn-Sham gap = 0.344 hartree

---

No. 4
C2H2ClF2NO3 | ωB97M-V/def2-TZVPD

The geometry in XYZ format:
```
11
C2H2ClF2NO3 | the Open Molecules 2025 dataset | ωB97M-V/def2-TZVPD
C -0.01349 -0.48636 -0.34314
C -0.75242 -1.56970 0.52847
N -1.38659 -0.75696 1.71890
O -2.11793 0.11909 1.42124
O -1.16054 -1.10282 2.88323
O 0.15041 -0.79311 -1.67439
F -1.79861 -2.08736 -0.13945
F -0.01303 -2.60569 1.09852
Cl 1.64204 -1.43423 -2.24391
H 0.95814 -0.06553 -0.00623
H -0.63663 0.48794 -0.16987
```

Structure (SMILES) = O=[N+]([O-])C(F)(F)COCl
Total charge = 0
F_max = 3.7 eV/Å
Relative energy (zero: lowest compared OMol25 entry of this formula, charge and spin) = 0.000 eV
Kohn-Sham gap = 0.375 hartree